ORCA calculation (the ωB97M-V functional and the def2-TZVPD basis) on a structure of composition C19H12BF5N8OPtS.

HOMO (alpha / beta)	-10.6879 / -10.7671	eV
energy	-2285.9338	a.u.
2S+1	2
relative energy (zero: lowest compared OMol25 entry of this formula, charge and spin)	348.1	kJ/mol
⟨S²⟩	0.7573
LUMO level (alpha / beta)	-7.32 / -7.24	eV
charge	+1

Each line ends with the Mulliken charge.
Element x y z (Å)
1 Pt 0.1802 -0.0296 2.4268  0.65
2 C -3.6340 -1.8302 2.9630  -1.00
3 C -2.3817 -1.4395 3.4306  -0.06
4 N -1.7494 -0.7557 2.4807  -1.21
5 N -2.5552 -0.6895 1.4035  1.11
6 C -3.7014 -1.3357 1.6760  -0.06
7 B -2.0979 0.0581 0.1140  -0.05
8 N -1.6435 1.5000 0.5124  1.22
9 C -1.9444 2.6767 -0.0743  -0.08
10 C -1.2122 3.6717 0.5341  -1.04
11 C -0.4503 3.0105 1.4991  -0.24
12 N -0.7265 1.7113 1.4792  -1.21
13 N -0.8334 -0.6807 -0.4399  1.25
14 C -0.5012 -1.0782 -1.6941  -0.01
15 C 0.7141 -1.7114 -1.6433  -0.85
16 C 1.0912 -1.6457 -0.2934  -0.87
17 N 0.1298 -1.0377 0.4199  -0.96
18 N -3.2623 0.1503 -0.8318  0.51
19 C -4.4439 0.7708 -0.5533  -0.43
20 C -5.2686 0.6016 -1.6300  -1.01
21 C -4.4993 -0.1540 -2.5411  -0.27
22 N -3.3014 -0.4262 -2.0614  -1.06
23 H -4.3869 -2.3915 3.4866  0.42
24 H -1.9169 -1.6130 4.3868  0.43
25 H -4.4882 -1.4108 0.9446  0.47
26 H -2.6614 2.7258 -0.8764  0.46
27 H -1.2203 4.7241 0.3115  0.44
28 H 0.2611 3.4084 2.2044  0.49
29 H -1.1813 -0.9044 -2.5103  0.57
30 H 1.2584 -2.1531 -2.4597  0.48
31 H 1.9651 -2.0466 0.1941  0.69
32 H -4.6016 1.2927 0.3775  0.60
33 H -6.2746 0.9631 -1.7542  0.46
34 H -4.7737 -0.5067 -3.5233  0.44
35 F 7.8024 -1.4458 -1.9441  -0.23
36 C 6.6600 -0.9396 -1.5720  0.63
37 C 5.8288 -0.3485 -2.5273  0.22
38 F 6.2121 -0.3090 -3.7901  -0.24
39 C 4.6268 0.1779 -2.1334  0.26
40 F 3.8537 0.7256 -3.0393  -0.26
41 C 4.2076 0.1421 -0.7681  0.14
42 S 2.7534 0.7941 -0.2993  0.10
43 C 5.0904 -0.4791 0.1661  0.30
44 F 4.7477 -0.5604 1.4306  -0.24
45 C 6.2907 -1.0075 -0.2244  0.02
46 F 7.1012 -1.5854 0.6434  -0.25
47 O 2.9824 0.8895 3.2020  -0.41
48 C 1.9545 0.5214 2.8977  0.69